Record 1
A structure of composition C13H11AsCl2CoF6N2O6. Source: the Open Molecules 2025 dataset; level of theory: wB97M-V/def2-TZVPD.

Properties
ΔE to the lowest compared entry with this formula, charge and spin: 7.64 kJ/mol
E_LUMO (spin up / spin down): 2.329 / 2.327 eV
max |F|: 0.94 eV Å⁻¹
frontier orbital gap (spin up / spin down): 8.86 / 8.86 eV
highest occupied orbital energy (spin up / spin down): -6.53 / -6.53 eV
E_tot: -168736.185 eV

ORCA input file:
```
! RIJCOSX wB97M-V def2-TZVPD def2/J DEFGRID3
* xyz -1 1
Co 0.4868 -0.3445 -0.0026
O 1.1191 1.3477 0.5248
N 0.2072 2.2464 0.3843
N -0.9321 1.7847 0.1232
O -1.1442 0.4763 0.0002
C -2.0520 2.6463 -0.0890
C -2.0976 3.8737 0.5510
C -3.1890 4.6942 0.3180
C -4.2061 4.2811 -0.5322
C -4.1323 3.0454 -1.1588
C -3.0473 2.2097 -0.9451
H -1.2965 4.1725 1.2112
H -3.2440 5.6573 0.8081
H -5.0552 4.9278 -0.7113
H -4.9148 2.7311 -1.8362
H -2.9398 1.2619 -1.4519
O 1.3432 -3.3456 -2.1246
Cl 1.2774 -2.7092 -0.8712
O 1.5293 -3.6060 0.2039
O -0.0795 -2.0806 -0.6931
O 2.1568 -1.5284 -0.7706
F 0.6582 0.5504 -1.9909
As -0.0350 0.6713 -3.6423
F -1.5065 -0.0342 -3.0345
F -0.6344 2.2413 -3.1857
F -0.7207 0.8203 -5.2217
F 1.4522 1.3766 -4.1670
F 0.5712 -0.9069 -3.9795
Cl -0.8055 2.9546 6.1045
C -0.4427 1.7921 4.8512
C -1.4582 1.0088 4.3355
C -1.1557 0.0892 3.3414
C 0.1420 -0.0558 2.8514
C 0.4249 -1.0345 1.7747
C 1.1408 0.7530 3.3965
C 0.8593 1.6709 4.3931
H -2.4692 1.1172 4.7032
H -1.9476 -0.5202 2.9238
H -0.3401 -1.8070 1.7247
H 1.4115 -1.4981 1.8577
H 2.1536 0.6720 3.0226
H 1.6375 2.2966 4.8079
*
```


Record 2
A cluster of 7 separate species, C24H34ClN2O12 in total at a distorted geometry. Source: the Open Molecules 2025 dataset; level of theory: wB97M-V/def2-TZVPD.

Properties
ΔE to the lowest compared entry with this formula, charge and spin: 0.00 kJ/mol
E_LUMO: 2.419 eV
max |F|: 1.72 eV Å⁻¹
frontier orbital gap: 8.65 eV
highest occupied orbital energy: -6.23 eV
E_tot: -65507.812 eV

ORCA input file:
```
! RIJCOSX wB97M-V def2-TZVPD def2/J DEFGRID3
* xyz -1 1
Cl 0.3310 -0.2572 -0.3938
O 0.0424 -1.6082 -0.0304
O -0.7255 0.6458 0.0231
O 1.5607 0.1359 0.2340
O 0.5363 -0.0987 -1.8123
O 4.6608 4.1179 1.8284
C 3.5529 4.2037 1.3874
O 3.1976 5.2081 0.5442
C 1.7932 5.4449 0.6906
C 1.2157 4.0642 0.8979
C 2.3007 3.3919 1.7492
H 1.4515 5.8921 -0.2416
H 1.5939 6.1077 1.5356
H 1.1760 3.5244 -0.0511
H 0.1771 4.0166 1.2240
H 2.4466 2.3646 1.4165
H 2.2065 3.4823 2.8306
O -3.1303 -6.7466 2.5893
C -3.1822 -5.5597 2.4414
O -4.3294 -4.8932 2.2104
C -4.1131 -3.4878 2.1220
C -2.5871 -3.1944 2.1795
C -2.0111 -4.5836 2.4681
H -4.5939 -3.0423 2.9935
H -4.5676 -3.0552 1.2321
H -2.4830 -2.4800 2.9951
H -2.2025 -2.6716 1.3057
H -1.5610 -4.4890 3.4536
H -1.3628 -4.9605 1.6785
O 4.6579 -2.9776 -0.4445
C 4.3825 -2.0535 -1.1594
O 4.8636 -0.8173 -0.9775
C 4.3727 0.0858 -1.9893
C 3.8392 -0.7656 -3.1712
C 3.5591 -2.0597 -2.4456
H 5.1227 0.8287 -2.2425
H 3.5297 0.5991 -1.5200
H 4.5973 -0.9368 -3.9412
H 2.9418 -0.4207 -3.6757
H 3.7087 -3.0000 -2.9727
H 2.4947 -2.0066 -2.1887
O -3.8944 0.7785 3.6062
C -2.7008 0.7869 3.5614
O -1.9114 -0.1716 4.1175
C -0.5502 0.0350 3.7336
C -0.4327 1.5170 3.3985
C -1.8574 1.8565 2.8874
H -0.3216 -0.4642 2.7834
H 0.1038 -0.3474 4.5116
H 0.3609 1.6994 2.6811
H -0.3104 2.0584 4.3389
H -2.1432 1.9068 1.8424
H -2.0282 2.8073 3.3915
N -0.2587 -3.3327 -3.0725
C 0.6906 -4.3060 -3.1911
C 0.2626 -5.2652 -4.0531
C -1.0401 -4.8566 -4.4743
C -1.3165 -3.6437 -3.8936
H -0.0113 -2.4414 -2.6749
H 1.6035 -4.2282 -2.6237
H 0.7449 -6.1921 -4.3107
H -1.7577 -5.3446 -5.1168
H -2.0603 -2.8842 -4.0642
N -1.5811 3.3924 -0.9825
C -0.8881 4.1938 -1.8420
C -1.7847 5.1367 -2.2954
C -3.0871 4.7563 -1.8792
C -2.9064 3.7162 -0.9826
H -1.1795 2.5945 -0.5143
H 0.1523 4.0787 -2.0866
H -1.6472 5.9738 -2.9650
H -4.0646 5.1651 -2.0709
H -3.6483 3.0765 -0.5337
*
```


Record 3
A cluster of 2 separate species, C4H13NS in total at a distorted geometry. Source: the Open Molecules 2025 dataset; level of theory: wB97M-V/def2-TZVPD.

Properties
ΔE to the lowest compared entry with this formula, charge and spin: 86.56 kJ/mol
E_LUMO: 0.863 eV
max |F|: 1.69 eV Å⁻¹
structure (SMILES): CCS.CNC
frontier orbital gap: 9.50 eV
highest occupied orbital energy: -8.64 eV
E_tot: -16683.193 eV

ORCA input file:
```
! RIJCOSX wB97M-V def2-TZVPD def2/J DEFGRID3
* xyz 0 1
C -1.6370 -1.8813 -0.5220
C -1.8851 -0.4333 -0.8492
S -1.7671 0.8413 0.4488
H -2.5592 -2.3949 -0.2493
H -1.0805 -2.4129 -1.2934
H -1.0501 -2.0538 0.3891
H -1.1913 -0.1321 -1.6320
H -2.8791 -0.3150 -1.2882
H -0.4779 1.0145 0.2239
C 2.3871 -0.5228 1.1104
N 1.7002 0.4835 0.2817
C 2.5115 0.7897 -0.9018
H 1.6465 -1.1252 1.6368
H 3.0195 -0.0566 1.8744
H 3.0077 -1.2007 0.5296
H 1.6840 1.3621 0.7813
H 2.2118 1.7486 -1.3120
H 3.6028 0.6643 -0.7588
H 2.4336 0.0483 -1.7113
*
```


Record 4
A cluster of 5 separate species, C4H16IO4 in total at a distorted geometry. Source: the Open Molecules 2025 dataset; level of theory: wB97M-V/def2-TZVPD.

Properties
ΔE to the lowest compared entry with this formula, charge and spin: 194.83 kJ/mol
E_LUMO: 2.986 eV
max |F|: 2.39 eV Å⁻¹
frontier orbital gap: 6.70 eV
highest occupied orbital energy: -3.72 eV
E_tot: -20698.025 eV

ORCA input file:
```
! RIJCOSX wB97M-V def2-TZVPD def2/J DEFGRID3
* xyz -1 1
I -0.2687 0.4021 -0.1296
C 1.8360 -2.8185 4.7815
O 2.5789 -2.8289 3.6217
H 1.8437 -1.7983 5.1651
H 0.7927 -3.0730 4.5951
H 2.4938 -3.4558 5.3725
H 2.2161 -2.2498 2.9475
C -1.7284 4.9195 4.7075
O -0.7699 3.9376 4.8813
H -1.6976 5.2876 3.6820
H -2.7692 4.6472 4.8831
H -1.4389 5.6815 5.4311
H -0.9456 3.3830 4.1176
C -0.3535 -5.5638 -3.2594
O 0.7684 -5.1926 -2.4784
H -1.1721 -5.6776 -2.5487
H -0.5290 -4.6885 -3.8848
H -0.1225 -6.5156 -3.7379
H 0.5701 -4.3897 -1.9910
C -0.3508 3.3119 -6.3280
O 0.4509 3.8417 -5.3573
H 0.1058 3.2830 -7.3174
H -0.5912 2.2732 -6.1011
H -1.1786 4.0114 -6.4436
H 0.2598 3.2722 -4.6085
*
```


Record 5
A structure of composition C23H20BClF4PV at a distorted geometry. Source: the Open Molecules 2025 dataset; level of theory: wB97M-V/def2-TZVPD.

Properties
ΔE to the lowest compared entry with this formula, charge and spin: 179.60 kJ/mol
E_LUMO (spin up / spin down): -6.715 / -5.796 eV
expectation value of S²: 1.08
max |F|: 5.34 eV Å⁻¹
frontier orbital gap (spin up / spin down): 4.64 / 5.57 eV
highest occupied orbital energy (spin up / spin down): -11.35 / -11.37 eV
E_tot: -83214.637 eV

ORCA input file:
```
! RIJCOSX wB97M-V def2-TZVPD def2/J DEFGRID3
* xyz 1 2
C -1.1555 -1.4643 1.2187
C -1.0057 -1.9031 -0.0763
C 0.4050 -2.0843 -0.3643
H -1.8111 -2.0842 -0.7325
C 1.1877 -1.7244 0.7500
C 0.2046 -1.3589 1.7804
H 0.5909 -0.9462 2.7765
H -2.0068 -1.0448 1.7543
H 0.8133 -2.4588 -1.2729
H 2.2255 -1.6799 0.8821
V -0.0009 -0.0048 -0.0520
Cl 1.8581 1.2709 -0.4386
P 0.1164 0.3477 -3.8046
C 1.2146 -0.7098 -4.8263
C 0.7947 -1.4282 -5.9513
H -0.2414 -1.3771 -6.2683
C 1.7008 -2.2064 -6.6710
H 1.3583 -2.7594 -7.5411
C 3.0352 -2.2736 -6.2821
H 3.7391 -2.8798 -6.8458
C 3.4634 -1.5625 -5.1610
H 4.5028 -1.6136 -4.8491
C 2.5632 -0.7966 -4.4319
H 2.8953 -0.2552 -3.5515
C -1.5310 -0.0815 -4.4902
C -2.1707 -1.2127 -3.9500
H -1.6817 -1.7745 -3.1599
C -3.4119 -1.6135 -4.4239
H -3.8907 -2.4939 -4.0035
C -4.0508 -0.8847 -5.4276
H -5.0270 -1.1948 -5.7904
C -3.4332 0.2441 -5.9568
H -3.9247 0.8191 -6.7365
C -2.1794 0.6438 -5.4941
H -1.7039 1.5212 -5.9199
C 0.4013 1.9940 -4.5628
C 1.1057 2.2030 -5.7534
H 1.5221 1.3565 -6.2891
C 1.2727 3.4921 -6.2581
H 1.8238 3.6377 -7.1831
C 0.7354 4.5858 -5.5865
H 0.8662 5.5891 -5.9830
C 0.0327 4.3882 -4.3979
H -0.3858 5.2382 -3.8661
C -0.1254 3.1085 -3.8830
H -0.6601 2.9580 -2.9506
F 0.0337 0.3648 1.9553
B -0.0590 0.1203 3.6629
F -0.8105 1.1972 3.6499
F -0.7686 -0.9785 4.1796
F 1.2355 0.3645 4.0857
*
```


Copy entry 1 word for word.
A structure of composition C13H11AsCl2CoF6N2O6. Source: the Open Molecules 2025 dataset; level of theory: wB97M-V/def2-TZVPD.

Properties
ΔE to the lowest compared entry with this formula, charge and spin: 7.64 kJ/mol
E_LUMO (spin up / spin down): 2.329 / 2.327 eV
max |F|: 0.94 eV Å⁻¹
frontier orbital gap (spin up / spin down): 8.86 / 8.86 eV
highest occupied orbital energy (spin up / spin down): -6.53 / -6.53 eV
E_tot: -168736.185 eV

ORCA input file:
```
! RIJCOSX wB97M-V def2-TZVPD def2/J DEFGRID3
* xyz -1 1
Co 0.4868 -0.3445 -0.0026
O 1.1191 1.3477 0.5248
N 0.2072 2.2464 0.3843
N -0.9321 1.7847 0.1232
O -1.1442 0.4763 0.0002
C -2.0520 2.6463 -0.0890
C -2.0976 3.8737 0.5510
C -3.1890 4.6942 0.3180
C -4.2061 4.2811 -0.5322
C -4.1323 3.0454 -1.1588
C -3.0473 2.2097 -0.9451
H -1.2965 4.1725 1.2112
H -3.2440 5.6573 0.8081
H -5.0552 4.9278 -0.7113
H -4.9148 2.7311 -1.8362
H -2.9398 1.2619 -1.4519
O 1.3432 -3.3456 -2.1246
Cl 1.2774 -2.7092 -0.8712
O 1.5293 -3.6060 0.2039
O -0.0795 -2.0806 -0.6931
O 2.1568 -1.5284 -0.7706
F 0.6582 0.5504 -1.9909
As -0.0350 0.6713 -3.6423
F -1.5065 -0.0342 -3.0345
F -0.6344 2.2413 -3.1857
F -0.7207 0.8203 -5.2217
F 1.4522 1.3766 -4.1670
F 0.5712 -0.9069 -3.9795
Cl -0.8055 2.9546 6.1045
C -0.4427 1.7921 4.8512
C -1.4582 1.0088 4.3355
C -1.1557 0.0892 3.3414
C 0.1420 -0.0558 2.8514
C 0.4249 -1.0345 1.7747
C 1.1408 0.7530 3.3965
C 0.8593 1.6709 4.3931
H -2.4692 1.1172 4.7032
H -1.9476 -0.5202 2.9238
H -0.3401 -1.8070 1.7247
H 1.4115 -1.4981 1.8577
H 2.1536 0.6720 3.0226
H 1.6375 2.2966 4.8079
*
```